Entry 1:
103
Properties=species:S:1:pos:R:3:forces:R:3:mulliken_charge:R:1 method="wB97M-V/def2-TZVPD" homo_energy_ev="-3.034 / -3.238" total_energy_ha=-2359.45545 total_charge=-1 mol_weight_g_mol=743.59 gap_ev="5.0 / 5.3" relative_energy_kj_mol=0.0
O -0.3544 -2.1505 -0.7563 -0.21 -0.28 0.00 -0.124
H -3.8822 -2.5570 -1.2262 -0.01 -0.02 0.00 -0.013
H 3.5499 0.5416 -0.3852 0.02 0.00 -0.04 0.195
C 3.3204 2.5546 -2.2292 0.01 -0.01 -0.01 -1.786
H -3.0484 -3.3063 4.3662 0.02 0.01 0.02 0.494
C -3.7482 0.6631 -3.8251 0.01 0.01 0.01 -1.662
C -0.2785 -1.1635 4.4565 -0.01 0.05 0.01 -0.835
H -3.0904 -4.4187 -2.5279 0.00 0.00 -0.01 0.196
C -3.9825 0.0881 -2.4269 -0.03 -0.04 0.00 1.328
C -0.7049 -0.1828 5.5498 0.00 0.02 -0.01 -0.621
H -4.5272 3.9235 -2.9822 0.00 0.00 0.00 0.575
C -1.0441 -4.0671 -2.0071 -0.02 0.05 0.04 1.519
C 0.3209 3.2592 0.6629 0.01 0.02 0.05 -0.573
S -0.6742 -0.4196 2.8370 -0.23 -0.14 0.34 1.248
H 2.2904 5.2322 2.5402 0.00 0.00 0.00 0.435
H -1.2721 -4.4068 0.6128 0.00 -0.01 -0.02 0.479
N -3.1115 -3.1148 -0.8962 0.09 0.05 -0.01 0.163
C 2.1867 4.3460 1.9111 0.00 0.00 -0.01 -1.727
H 4.2222 2.6609 -1.6204 0.00 0.00 0.00 0.421
C -3.4911 2.1662 -3.7073 0.00 -0.01 0.00 0.254
H -6.0981 0.5560 -2.4408 0.00 0.00 0.00 0.488
H -6.7839 -1.8693 -0.2672 0.00 0.01 0.00 0.270
C -2.0324 -3.8766 1.1679 0.02 0.02 -0.03 -0.814
H -5.5891 2.7137 -3.7071 0.00 0.00 0.00 0.567
H -2.8878 0.1734 -4.2913 0.00 0.00 0.00 0.450
O 0.6731 -0.0399 2.2694 0.02 0.05 0.42 -1.114
H -1.3808 -5.7783 -3.2658 0.00 0.00 0.00 0.345
H -1.7306 -0.3966 5.8609 0.00 0.00 0.00 0.273
C -0.8107 3.2222 -0.2084 -0.04 0.02 0.06 -0.115
C -0.6387 1.2152 4.9350 0.00 -0.01 0.01 -0.639
H -5.9366 -3.4309 -0.1081 0.01 0.00 -0.01 0.353
N -1.3033 2.0023 -0.5430 -0.10 0.03 0.04 2.354
H 2.1751 3.4622 2.5510 0.00 0.00 0.00 0.267
C 2.6159 0.5113 -0.9772 0.00 0.00 0.07 -1.967
C 0.9456 4.4208 1.0589 0.01 -0.03 0.02 0.089
H -6.6248 -2.6444 1.3306 0.00 0.00 0.00 0.360
C 1.6818 -4.5386 -2.5533 0.02 0.01 0.01 -0.577
C -0.0374 -3.1849 -1.4592 -0.06 -0.09 0.03 -0.085
H 3.8321 -0.7509 -3.1142 0.01 0.00 0.00 0.341
H -1.3055 7.0285 -1.7577 0.00 0.00 0.00 0.336
C 0.4549 5.6582 0.6313 0.00 0.00 0.00 -1.016
H -0.5911 7.8364 -0.3579 0.00 0.00 0.00 0.389
C -1.2219 7.0029 -0.6689 0.00 -0.01 0.00 -1.733
H 3.0771 4.2754 1.2813 0.00 0.01 0.00 0.274
H 0.8683 1.5474 -2.8075 0.00 0.00 -0.01 0.009
C -5.2196 0.7458 -1.8117 -0.01 0.00 0.01 -1.646
C 2.9302 1.0713 -2.3508 -0.02 0.03 0.00 3.256
H -2.2231 7.1678 -0.2624 0.00 0.00 0.00 0.317
H 1.3726 -0.0707 -3.3420 0.00 0.00 -0.01 0.281
H -5.4123 0.3174 -0.8247 -0.01 -0.01 0.01 0.293
H -2.9222 -0.0676 -0.5470 0.01 -0.01 0.02 0.018
C -6.1328 -2.4661 0.3700 0.00 0.00 0.01 -1.008
H -3.9074 2.0025 0.1908 0.00 0.00 0.00 0.267
C -4.7073 2.8465 -3.0694 0.00 0.01 0.00 -1.560
O -4.9306 -1.7284 0.5442 0.03 0.01 -0.02 -0.138
C 4.0837 0.3083 -3.0188 -0.01 -0.01 0.01 -1.922
H 2.0575 -2.7972 -1.3512 0.00 0.00 0.01 0.314
H -4.7406 -1.9396 3.1306 0.01 0.00 0.00 0.480
H 2.5190 3.1195 -1.7461 0.00 0.00 0.00 0.237
H -1.3919 1.8744 -3.2571 0.00 0.00 0.00 0.213
H -1.1688 1.8887 2.8783 0.00 0.00 -0.01 -0.139
H 0.9927 -6.2031 -3.7510 0.00 0.00 0.00 0.354
C 1.3142 -3.4783 -1.7522 0.01 -0.02 -0.03 -0.539
C -3.0211 -3.2429 3.2857 0.07 -0.01 0.01 -0.844
C -2.4339 -3.8914 -1.8419 0.01 0.01 0.03 -1.387
H 0.7524 2.3316 1.0274 -0.03 -0.02 0.00 0.209
C -2.9992 -3.1441 0.4679 -0.01 0.01 -0.01 1.040
H -4.6212 0.4714 -4.4598 0.00 0.00 0.00 0.545
H -0.0666 -0.2824 6.4283 0.00 0.00 0.00 0.369
C 1.6902 0.9729 -3.2487 -0.01 0.01 0.03 -1.556
H -1.3075 -4.5181 3.0648 0.00 -0.01 0.00 0.385
H 2.7310 -4.7135 -2.7619 0.00 0.00 0.00 0.425
C -3.7516 2.4788 -0.7841 0.00 0.01 -0.01 -0.845
H -1.8935 -0.1598 -1.9819 0.01 0.06 0.00 0.467
H -0.7420 -2.1439 4.5218 -0.03 -0.01 -0.01 0.161
C -3.9560 -2.4433 1.2252 -0.03 -0.02 0.02 -0.071
H 0.9377 6.5793 0.9403 0.00 0.00 0.00 0.286
H -2.1240 4.6079 -1.2598 0.01 0.00 -0.01 0.655
C -1.2695 4.5072 -0.6084 0.01 -0.01 -0.01 -0.481
C -3.9667 -2.4867 2.6039 0.00 0.02 0.01 -0.187
C -0.6555 5.6855 -0.1991 0.01 0.00 0.00 0.090
H -1.1126 1.9692 5.5638 0.00 0.00 0.00 0.436
H 0.8045 -1.2758 4.3966 0.00 0.00 0.00 0.416
H 3.5147 3.0003 -3.2132 0.00 0.00 0.00 0.385
C -2.4723 1.8675 -1.3989 -0.03 0.02 0.00 0.493
C -2.0587 -3.9286 2.5520 0.00 0.03 0.01 -0.779
H -2.0000 3.4582 -2.8290 0.01 0.01 0.00 0.581
H 0.3993 1.5131 4.7737 0.00 0.00 0.00 0.232
C -2.2545 2.3993 -2.8341 0.00 0.01 0.01 -1.100
C -4.9701 2.2490 -1.6829 0.01 0.00 -0.01 0.511
H -3.3179 2.5878 -4.7029 0.00 0.00 0.00 0.296
H 4.9902 0.3873 -2.4135 0.00 0.00 0.00 0.426
C -2.7576 0.3580 -1.5445 -0.04 -0.03 -0.01 -2.362
C -1.3407 1.0815 3.5932 0.01 0.01 -0.04 -0.377
H -3.6253 3.5443 -0.5954 0.00 0.00 0.00 0.677
H -2.4163 0.9229 3.7056 0.00 -0.01 0.00 0.412
H 1.8717 1.3678 -4.2549 0.00 0.00 0.00 0.492
H -4.1441 -0.9922 -2.5116 0.02 0.02 0.00 0.163
H 4.3022 0.7004 -4.0200 0.00 0.00 0.00 0.413
Sr 0.2084 0.0067 -0.1136 0.47 0.21 -0.93 1.499
H -5.8480 2.7307 -1.2384 0.00 0.00 0.00 0.317
C -0.6170 -5.1338 -2.8409 0.01 -0.01 -0.01 -0.862
C 0.7073 -5.3763 -3.1124 -0.01 -0.02 -0.01 -0.680

---

Entry 2:
80
Properties=species:S:1:pos:R:3:forces:R:3:mulliken_charge:R:1 method="wB97M-V/def2-TZVPD" homo_energy_ev=-10.131 total_energy_ha=-3318.39397 total_charge=+1 mol_weight_g_mol=787.21 gap_ev=7.0 relative_energy_kj_mol=0.0
H 3.6938 0.9167 5.3932 0.00 0.01 -0.01 0.423
C 2.8819 2.2955 3.9603 0.00 0.00 -0.01 -0.795
P -1.0583 -1.8421 -0.1264 0.07 -0.04 0.01 1.446
H -3.0717 5.3429 1.7416 0.01 -0.01 0.00 0.395
C -1.2236 4.9969 0.7108 0.01 -0.01 0.00 -0.692
C -2.4279 3.3020 1.9136 0.00 -0.01 0.00 -0.647
C 1.9432 0.0760 2.6402 0.11 -0.13 0.14 -0.374
Pd 1.1194 -1.0111 -0.3276 -0.33 -0.85 0.45 -0.303
H 0.5987 2.5974 -2.1361 0.01 0.01 0.01 0.601
H -3.0136 0.2203 0.7814 0.00 -0.01 -0.02 0.337
N 1.3576 -0.7912 -2.3348 0.15 0.44 -0.35 -0.044
C -1.4585 2.3763 1.5657 0.01 0.03 0.03 -0.512
H 3.1384 0.3086 -5.5444 -0.02 -0.02 0.02 0.418
H -3.8137 -0.7197 -4.0045 0.02 0.01 0.02 0.458
C -4.3551 0.4840 -2.3088 0.00 -0.01 -0.04 -0.725
H 0.3689 -1.4591 4.5684 0.00 0.00 -0.02 0.503
H 2.1914 3.5135 -3.7666 0.00 0.00 0.02 0.457
C -2.8027 -2.1412 3.5855 0.04 0.01 0.03 -0.843
C -2.6636 -1.2210 -2.2694 -0.03 -0.06 0.00 -0.928
H 0.6738 -6.3697 -0.8068 -0.02 0.01 0.00 0.442
C -0.3589 2.7491 0.7908 -0.05 -0.07 0.15 0.243
H 0.8620 -3.9627 -0.3272 0.03 0.04 0.01 0.420
S 1.3408 -1.4303 1.8752 -0.03 0.15 -0.27 1.528
H -3.5357 -5.9205 -1.4591 0.01 0.01 0.00 0.433
H 2.0118 3.4311 2.3617 0.00 -0.01 0.00 0.553
H 3.8250 1.8752 0.6012 0.00 0.01 0.00 0.401
H 4.4586 -0.4972 -3.5846 -0.02 -0.01 0.00 0.495
C -2.5753 -5.4918 -1.2034 0.00 0.03 0.01 -0.839
C 2.6991 -0.8454 -2.4086 0.06 0.09 -0.20 0.746
H 5.4089 2.7846 -1.0363 -0.02 0.00 0.00 0.444
H -1.8665 -1.9223 5.5086 -0.01 -0.01 -0.01 0.436
C 2.5491 3.1640 -2.8060 0.01 -0.02 0.00 -0.860
C -0.4766 -1.6251 3.9131 -0.04 0.04 -0.05 -0.852
C 4.3531 2.7568 -1.2746 0.00 -0.01 0.01 -0.725
C -1.4427 -6.2944 -1.1597 0.02 -0.02 0.00 -0.514
C -2.4782 -4.1383 -0.9193 -0.03 -0.06 0.08 -0.158
C 1.7206 1.3281 2.0789 -0.06 -0.11 0.04 -0.224
H -1.5432 1.3520 1.9156 0.02 0.00 0.02 0.387
C 2.6414 0.0000 -4.6328 -0.11 0.04 -0.02 -0.245
H -5.1045 1.0476 -2.8489 0.00 -0.01 0.00 0.424
H -0.4250 -0.2188 -3.2209 -0.03 0.03 0.07 0.564
C 3.9036 3.2223 -2.5003 -0.01 0.01 0.00 -0.660
H 0.6435 0.4633 -5.3453 0.02 0.01 0.01 0.443
H -3.7756 -2.3723 3.9992 0.01 0.01 -0.01 0.441
C -0.3219 -1.5790 2.5324 0.10 -0.05 0.20 0.473
C 2.1859 2.4426 2.7703 0.00 0.05 -0.01 0.004
C -0.1058 -4.3912 -0.5592 -0.01 0.01 -0.04 -0.631
H -1.1272 6.0231 0.3799 0.00 -0.02 0.00 0.451
C -1.3794 -1.8191 1.6664 -0.08 0.01 0.01 -0.336
H -2.1125 -2.0057 -2.7762 0.02 0.04 -0.01 0.685
C -3.6253 -0.5036 -2.9604 -0.02 0.03 0.02 -0.751
H -4.6967 1.5079 -0.4559 0.00 -0.02 0.00 0.481
H 3.2485 3.1710 4.4801 -0.02 0.00 0.00 0.453
C -1.2410 -3.5830 -0.5924 -0.02 -0.01 -0.04 0.676
C 2.0944 2.2070 -0.6342 -0.05 0.04 0.06 0.028
H 2.8680 -1.0920 4.1856 -0.01 0.01 -0.03 0.657
C 2.6655 -0.0955 3.8146 -0.03 0.07 0.00 -0.752
H -1.5213 -7.3504 -1.3838 0.00 0.02 0.00 0.410
C -2.4290 -0.9673 -0.9144 0.00 -0.03 -0.12 0.707
P 0.8652 1.4330 0.4694 0.21 0.50 -0.27 2.821
C -2.3140 4.6162 1.4782 0.00 0.01 -0.01 -0.638
C 0.6456 -0.2831 -3.3560 -0.07 -0.24 0.13 -0.357
C -1.7284 -1.8926 4.4359 -0.05 -0.01 0.01 -0.900
S 3.3835 -1.3496 -0.8996 0.16 0.11 0.16 -0.355
H 4.6052 3.6296 -3.2173 -0.01 -0.02 0.01 0.421
C 1.2476 0.0977 -4.5271 0.12 -0.02 -0.11 -0.913
H 0.6069 4.3883 -0.2172 0.01 -0.02 0.00 0.414
C -0.2438 4.0712 0.3716 0.00 0.00 -0.02 -0.276
C 3.3782 -0.4546 -3.5659 -0.01 -0.06 0.04 -0.741
O 2.1438 -2.5311 2.4034 -0.13 0.03 -0.13 -0.882
C 3.1312 1.0297 4.4759 0.02 -0.01 0.02 -0.812
C 3.4540 2.2495 -0.3442 0.04 -0.01 0.00 -0.783
C -3.1723 0.0148 -0.2680 0.01 0.04 0.01 -0.209
H -3.4652 -2.3286 1.5579 0.01 0.03 0.00 0.498
C 1.6533 2.6493 -1.8836 -0.04 -0.01 -0.02 -0.406
H -3.3663 -3.5191 -0.9532 0.01 -0.01 0.00 0.382
C -2.6293 -2.1118 2.2123 -0.01 0.02 -0.02 -0.124
H -3.2711 3.0022 2.5237 0.02 0.00 -0.01 0.474
C -0.2101 -5.7460 -0.8360 -0.02 -0.01 -0.01 -0.850
C -4.1296 0.7398 -0.9658 0.04 0.00 0.03 -0.817